(1)
Formula: C15H52N4O11
Source: the Open Molecules 2025 dataset
Level of theory: the ωB97M-V functional and the def2-TZVPD basis

Cartesian coordinates (Å):
C (0.5132, -3.0504, 3.6827)
H (-5.3338, 0.7496, -2.5213)
H (-3.3358, -0.7594, 3.2327)
H (3.4342, 0.1466, -1.4203)
H (2.6732, 2.9056, -0.6103)
H (-0.8698, -3.5084, -1.4653)
H (1.7902, 0.5736, -0.9073)
O (-2.4868, 3.2076, 3.1357)
C (3.1932, 2.2096, -1.2863)
H (-2.0278, 3.1726, 1.1467)
H (2.5592, 2.3786, -2.1713)
H (1.9662, -1.4144, 0.7877)
H (-3.8058, 2.8406, 1.5857)
H (-2.5298, 1.6826, 1.7697)
H (1.7942, -0.0494, 3.8207)
H (-1.1058, 0.3526, -2.2123)
O (4.5302, 2.4426, -1.4433)
H (-0.8248, 0.2426, 0.0597)
C (-2.8618, -1.1344, 2.3357)
H (1.9972, -1.1984, 5.7277)
H (1.3722, -3.1294, -3.8303)
C (-0.3498, 0.1696, -4.0163)
O (0.3202, 3.9326, -0.0923)
H (-2.2678, -2.7484, -1.0073)
O (-4.7728, 1.3066, 0.1017)
C (-1.3898, -2.5934, -1.5163)
H (-1.3368, 1.0636, -5.5733)
H (-1.5598, -2.2504, -2.5533)
H (-0.4158, -2.4794, 3.9587)
H (0.2542, 1.9456, -0.8723)
N (2.0352, 0.8426, 3.3817)
C (2.1902, -3.4154, -3.1603)
C (-4.2778, 0.6786, -2.3223)
H (2.1592, -1.6194, -2.7873)
H (0.0532, 4.7936, -0.4373)
H (0.3872, 3.2146, -1.9653)
H (-2.8818, 1.3596, -0.8733)
H (2.5642, -2.9294, 3.8527)
H (0.3932, -1.3264, -1.2363)
H (-1.1528, 2.9646, -1.1043)
H (-1.7868, -1.0154, 2.2397)
H (3.5662, -1.5444, 0.2607)
H (3.1602, -1.8924, 1.9817)
O (0.2652, 0.7326, 1.7637)
C (-0.1148, 2.9656, -0.9943)
H (-4.0148, 2.4656, -1.3673)
H (-2.9778, -2.1624, 2.5207)
C (-0.5538, -1.5404, -0.7133)
N (-1.1798, 0.7076, -3.1653)
O (-3.4698, -0.6044, 1.1547)
C (2.8372, 0.7596, -0.7913)
O (1.6072, -1.3434, 4.8087)
H (0.7812, -2.6394, 2.7177)
O (0.6992, -0.6404, -3.6193)
H (-3.8578, -0.3034, -2.1283)
H (1.0842, 2.9846, 1.3417)
H (-3.7048, 1.1626, -3.1523)
H (4.5732, 3.1836, -2.0233)
H (3.1462, 0.5826, 0.2527)
C (1.3542, 1.3516, 2.3877)
C (-3.9548, 1.4566, -1.0753)
N (-0.4898, 0.5996, -5.2233)
O (2.7922, -2.2654, -2.7473)
H (3.4512, -3.6554, 0.1807)
C (2.8352, -2.0254, 0.9467)
N (1.6682, 2.5956, 2.0977)
H (0.3212, -4.0784, 3.5487)
H (2.9122, -4.0904, -3.5623)
H (-4.3518, 0.7066, 0.7297)
C (-2.7528, 2.7556, 1.8587)
H (2.6032, 1.3626, 4.0987)
H (2.5952, 2.9246, 2.3057)
C (1.7312, -2.6954, 4.5167)
H (-1.6798, 1.6206, -3.2813)
H (1.7792, -3.8234, -2.3353)
H (0.1512, 0.0556, -5.8533)
H (1.6892, -3.3464, 5.3807)
H (-2.9388, -0.6374, 0.4187)
O (-1.2638, -0.3534, -0.5223)
H (-0.2278, -1.9114, 0.2497)
O (2.6432, -3.2864, 0.5027)
H (-1.5168, 3.3076, 3.0947)

Output
Total charge: 0
E in a.u.: -1649.1796
F_max in eV/Å: 7.1
SMILES: NC(N)=O.NC(N)=O.CCO.CCO.CCO.CCO.CO.CO.CO.CO.CO
HOMO level in eV: -9.17

---

(2)
Formula: C6H16
Source: the Open Molecules 2025 dataset
Level of theory: the ωB97M-V functional and the def2-TZVPD basis

Cartesian coordinates (Å):
C (-1.9373, 1.7221, -1.3101)
H (-2.5768, 0.8235, 1.1404)
C (-2.5085, -0.0181, 0.4268)
H (-0.6341, 0.9513, 0.1878)
H (-0.4784, -1.3795, -0.6551)
H (1.6607, -1.3098, 1.7043)
H (-3.5177, -0.1806, 0.0520)
C (-0.7744, -0.5663, -1.3130)
H (2.0629, -1.0055, -0.0321)
H (-1.4942, 2.6291, -0.8863)
H (3.7403, -0.6323, 2.4754)
H (-1.6641, 1.7074, -2.3719)
H (1.9261, 0.3544, 1.0405)
C (-1.4077, 0.5386, -0.4742)
H (-3.0221, 1.8426, -1.3571)
H (0.0368, -0.3475, -2.0192)
H (-2.1349, -0.8860, 0.9738)
C (3.7081, -0.8105, 1.4022)
H (4.3321, -0.0770, 0.8765)
C (2.2330, -0.6901, 1.0038)
H (-1.6066, -0.8683, -1.9625)
H (4.0568, -1.7975, 1.0979)

Output
Total charge: 0
E in a.u.: -238.1733
F_max in eV/Å: 1.9
SMILES: CC(C)C.CC
HOMO level in eV: -10.94

---

(3)
Formula: C6H23NO5
Source: the Open Molecules 2025 dataset
Level of theory: the ωB97M-V functional and the def2-TZVPD basis

Cartesian coordinates (Å):
H (1.6347, -1.7398, 1.3224)
H (-0.0307, -3.2546, 0.1551)
H (0.6357, 1.6691, 4.3802)
H (2.1460, 0.8660, 2.4894)
O (1.4767, 2.8855, -2.8412)
H (1.8880, 2.3713, -2.1179)
H (-0.3233, -0.3804, 1.5365)
H (-1.1355, -1.7966, 0.2588)
H (-0.8311, 0.9078, -0.8067)
H (-1.1926, 1.5288, 0.5018)
H (1.5402, -2.0235, -1.0551)
H (0.6152, 2.4370, -2.7491)
H (2.5964, 3.8246, 0.1049)
O (-1.4173, 1.5681, -0.4313)
H (-0.5374, -3.1511, -2.4391)
H (-1.4702, -0.7061, -2.0962)
O (-1.8249, -1.5908, -2.2024)
O (2.8070, 2.9463, -0.2312)
C (-0.3846, -2.3421, -0.3141)
H (2.3604, -0.2997, 0.5297)
C (1.1466, 0.4495, 2.6504)
H (0.5090, 2.5494, 2.9019)
C (-1.0902, -2.6720, -1.6304)
C (0.3465, 1.5551, 3.3353)
H (-4.2753, -1.4431, 1.0393)
H (-0.7311, 1.4114, 3.2217)
N (0.5488, 0.1156, 1.3640)
O (-3.6343, -1.8767, 0.4981)
H (0.5193, -0.5943, -1.3515)
C (0.7902, -1.3493, -0.6224)
H (1.2635, -0.3508, 3.3927)
C (1.4482, -0.8786, 0.6786)
H (-1.9063, -3.3485, -1.3363)
H (2.2945, 2.3835, 0.3647)
H (-3.4677, -1.9259, -0.4382)

Output
Total charge: 0
E in a.u.: -673.2978
F_max in eV/Å: 3.0
SMILES: CCNCCCCO.O.O.O.O
HOMO level in eV: -10.00

---

(4)
Formula: C10H19NO
Source: the Open Molecules 2025 dataset
Level of theory: the ωB97M-V functional and the def2-TZVPD basis

Cartesian coordinates (Å):
H (-0.8115, 2.0919, 1.2888)
H (-1.7997, 2.1186, -0.6573)
C (-1.0220, 4.6864, 0.5467)
H (-1.7715, 4.4134, -0.4283)
N (0.4153, -1.8696, -0.5020)
C (-0.1200, 2.4499, 0.5844)
H (2.4462, -2.0572, -0.0709)
H (0.9233, 1.8841, 0.6954)
H (-0.2289, -4.5482, -0.8125)
H (-1.5843, -0.3233, -1.0842)
H (-0.1288, 1.8457, -1.3467)
C (0.5754, -0.5689, -0.6530)
H (-0.7830, -4.7731, 0.9215)
O (1.6561, -0.0504, -0.9538)
H (0.7152, 4.1421, 1.2809)
H (1.7318, -3.6395, 1.3972)
C (-0.7277, 0.2425, -0.6800)
H (-1.5392, 4.3523, 1.4555)
H (-1.2793, -0.1085, 0.3969)
H (-1.6703, -2.4206, -0.5533)
H (-0.9244, -2.3575, 1.2550)
H (-0.7482, 5.7381, 0.5120)
H (2.0229, -4.8138, 0.1174)
C (1.2695, -4.0050, 0.2446)
C (-0.6899, -2.6847, 0.0212)
C (-0.0941, -4.0208, 0.0815)
H (1.8485, -2.8975, -1.6747)
C (0.2307, 3.9622, 0.4471)
H (0.9654, 4.0375, -0.5264)
C (-0.6965, 1.7622, -0.6570)
C (1.8190, -2.5883, -0.6461)

Output
Total charge: 0
E in a.u.: -522.1712
F_max in eV/Å: 11.9
SMILES: CCCCCC(=O)N1CCCC1
HOMO level in eV: -9.19

---

(5)
Formula: C9H17N2
Source: the Open Molecules 2025 dataset
Level of theory: the ωB97M-V functional and the def2-TZVPD basis

Cartesian coordinates (Å):
C (2.6295, -0.1259, -0.0236)
H (0.0607, -2.1893, 0.4263)
C (-0.3929, 0.0388, -0.9965)
C (0.4319, -1.8014, 1.3616)
H (-3.5793, -0.3709, -1.5809)
H (2.3872, -1.0982, -0.4669)
C (-1.6916, -1.3170, -2.3009)
N (-0.4152, -1.0540, -1.8220)
H (-2.8600, 2.0958, -0.3717)
H (-0.1548, -2.1964, 2.1482)
C (0.6045, -0.2489, 1.5312)
H (0.9812, -0.1785, 2.5781)
H (1.0513, 2.1210, -0.4799)
H (0.4362, -1.5540, -2.0081)
H (-1.9817, -1.7871, -3.1999)
C (-2.4835, -0.3526, -1.7089)
N (-1.7214, 0.4681, -0.9174)
H (-2.7035, 0.8085, 0.8503)
H (-1.3953, 1.9393, 0.4407)
H (3.2371, -0.3561, 0.8787)
H (0.6301, 2.3129, 1.3010)
H (2.9930, 0.5213, -0.7890)
C (1.4707, 0.4972, 0.5853)
H (2.3377, 2.2826, 0.9307)
C (1.3673, 2.0021, 0.5546)
H (1.3876, -2.1446, 1.4761)
C (-2.1985, 1.4178, 0.0381)
H (-0.4283, 0.2692, 1.5650)

Output
Total charge: +1
E in a.u.: -462.2869
F_max in eV/Å: 3.7
HOMO level in eV: -12.63

---

(6)
Formula: C2H4BrCl
Source: the Open Molecules 2025 dataset
Level of theory: the ωB97M-V functional and the def2-TZVPD basis

Cartesian coordinates (Å):
H (1.4636, 0.1596, 0.7488)
C (0.8616, 2.0986, 0.0711)
C (1.6917, 1.1020, 0.3546)
H (1.2219, 2.9744, -0.6155)
Br (-3.5361, 0.5034, -0.0220)
H (-3.2172, -0.7072, 0.7719)
H (-0.1129, 1.9167, 0.5313)
Cl (3.2803, 0.9301, -0.1475)

Output
Total charge: 0
E in a.u.: -3112.7601
F_max in eV/Å: 2.6
SMILES: C=CCl.Br
HOMO level in eV: -9.65

---

(7)
Formula: C23H37GeN4STi
Source: the Open Molecules 2025 dataset
Level of theory: the ωB97M-V functional and the def2-TZVPD basis

Cartesian coordinates (Å):
H (-4.4636, 6.5289, 2.9867)
C (1.6297, 4.6747, 1.4591)
H (-1.9108, 3.7714, 3.1026)
N (1.4304, -0.2610, 1.2515)
N (-0.9468, -0.6923, 1.5389)
H (1.5786, 0.8300, -2.8265)
C (1.6899, 6.0746, 3.5678)
H (2.5341, 4.1044, 3.3198)
H (-3.9531, -1.1387, 2.9517)
C (2.3376, -1.7919, 2.9493)
H (-2.8647, -0.4059, 0.8499)
H (-2.7230, 6.7791, 3.1140)
H (2.2204, -1.7766, 4.0322)
H (-2.5212, -1.8576, 4.8630)
H (2.5219, 5.1951, 1.0955)
H (-3.3006, 5.5147, 1.0216)
H (-2.2155, -1.0149, -1.8122)
N (3.4447, -1.4999, -1.2684)
C (-1.4900, 1.0741, -1.5482)
H (-0.0132, 1.7842, 2.7272)
H (2.5669, 6.6233, 3.2200)
H (0.0061, 2.7097, -1.7167)
H (0.7848, 4.1333, 3.3678)
C (-2.0775, -1.5326, 3.9321)
C (-0.1635, -1.0752, 2.5839)
C (1.5826, 3.2775, 0.8343)
C (-3.2740, 5.0086, 1.9913)
H (-3.5082, 5.5318, 4.0832)
N (2.3618, -0.2161, 0.2552)
H (2.2715, -2.8299, 2.6157)
H (-0.0458, -1.8059, 4.5881)
C (-0.1616, -0.5187, -2.5149)
C (1.6584, 4.6684, 2.9831)
C (2.4136, -1.4031, -0.4472)
H (-2.3235, 1.5726, -1.0802)
H (0.7754, 5.2659, 1.1132)
H (0.1853, -1.4612, -2.9033)
C (-1.6993, 3.2627, 1.0130)
H (-1.1363, 5.0184, 2.1490)
C (1.2715, -1.0069, 2.2752)
H (1.7196, 6.0513, 4.6571)
H (5.4687, -3.3198, -1.3136)
H (3.0614, -3.3973, -1.9981)
H (-1.6717, 3.7681, 0.0424)
C (-2.2706, -0.7209, 1.6981)
H (5.7838, -2.0680, -2.5250)
C (-3.5076, 6.0200, 3.1066)
C (3.6849, -2.5457, -2.2588)
Ti (0.2252, 0.0322, -0.2512)
Ge (-0.0417, 2.2283, 1.2406)
C (0.5681, 0.6865, -2.4757)
H (-4.0850, 4.2733, 1.9809)
H (3.3661, -2.1914, -3.2422)
H (0.8051, 6.6411, 3.2689)
H (2.4354, 2.6792, 1.1672)
H (4.1252, -0.7544, -1.1960)
C (-1.9413, 4.2786, 2.1320)
C (5.1549, -2.9258, -2.2800)
H (3.3181, -1.3998, 2.6881)
C (-2.8756, -1.1311, 2.8739)
H (5.3277, -3.6895, -3.0363)
C (-0.7003, -1.5067, 3.7815)
C (-0.2508, 1.6741, -1.8715)
C (-1.4330, -0.2812, -1.9346)
S (1.1333, -2.5378, -0.3543)
H (1.6657, 3.3505, -0.2529)
H (-2.5381, 2.5597, 0.9825)

Output
Total charge: +1
E in a.u.: -4442.0125
F_max in eV/Å: 0.5
HOMO level (alpha / beta) in eV: -10.59 / -10.59

---

(8)
Formula: C11H6O2S
Source: the Open Molecules 2025 dataset
Level of theory: the ωB97M-V functional and the def2-TZVPD basis

Cartesian coordinates (Å):
C (-2.8808, -0.4708, -2.0732)
C (-2.3272, -0.1613, 0.4159)
H (-4.2706, -0.3533, -0.3010)
C (-0.8025, -0.1207, 0.1209)
C (1.4312, 0.1277, 0.9278)
O (3.2313, 0.4113, -0.2118)
C (3.5006, 0.8101, 1.1385)
C (0.0969, -0.0380, 1.2127)
H (-2.7809, -0.1702, 1.4448)
C (-3.2371, -0.2780, -0.6419)
C (1.0813, -0.2353, -1.3053)
O (-3.7360, -0.2450, -2.8807)
S (-1.2628, -0.9794, -2.5181)
C (1.9133, 0.1763, -0.2986)
H (2.2897, 0.4851, 2.9085)
C (-0.3287, -0.3817, -1.1287)
H (-0.3852, 0.1351, 2.1443)
C (2.4437, 0.4440, 1.8594)
H (1.5338, -0.3354, -2.2586)
H (4.4902, 1.1796, 1.4450)

Output
Total charge: 0
E in a.u.: -971.3755
F_max in eV/Å: 5.4
SMILES: O=c1ccc2cc3ccoc3cc2s1
HOMO level in eV: -8.56

---

- Look up the total charge of the seventh one.
  +1